Computed, not measured: a structure of composition C24H36IrN2Si, with the ωB97M-V functional and the def2-TZVPD basis.

Results
- 2S+1 = 5
- orbital gap (spin up / spin down) (eV) = 6.075 / 5.263
- expectation value of S² = 6.0237
- total charge = +1
- energy (eV) = -39154.09411
- energy above the lowest of the compared OMol25 structures with the same formula, charge and spin (kJ/mol) = 0.0
- LUMO level (spin up / spin down) (eV) = -2.88 / -5.77

```
64
C24H36IrN2Si the ωB97M-V functional and the def2-TZVPD basis
C 2.08 0.45 2.30
C 2.63 -0.51 1.34
C 2.64 0.24 0.05
H 3.06 -1.49 1.54
C 2.12 1.55 0.27
C 1.94 1.71 1.64
H 1.67 2.64 2.14
H 1.91 0.37 3.37
H 3.30 0.00 -0.80
H 2.00 2.34 -0.47
Ir 0.71 -0.88 0.72
C -1.64 2.84 -0.40
H -0.76 3.02 0.26
H -2.44 3.61 -0.24
H -1.24 2.72 -1.42
Si 1.22 -1.20 -1.45
C -0.15 -2.44 -1.99
C 0.34 -3.74 -2.00
H 1.31 -3.95 -1.55
C -0.43 -4.73 -2.61
H -0.05 -5.75 -2.66
C -1.70 -4.44 -3.08
H -2.31 -5.24 -3.49
C -2.23 -3.15 -2.93
H -3.24 -2.94 -3.21
C -1.43 -2.14 -2.41
H -1.84 -1.13 -2.30
C 1.24 -0.22 -3.30
C 1.52 -0.99 -4.47
H 1.61 -2.10 -4.39
C 1.77 -0.39 -5.73
H 2.03 -1.04 -6.59
C 1.78 1.01 -5.86
H 1.96 1.46 -6.84
C 1.53 1.79 -4.72
H 1.55 2.88 -4.77
C 1.27 1.18 -3.46
H 1.17 1.86 -2.58
H 2.50 -1.89 -1.76
H -2.04 1.91 -0.08
C -0.69 3.10 3.36
N -0.12 1.83 3.84
C 0.62 2.13 5.06
C -1.10 0.74 4.09
C -0.90 -0.53 3.22
N -1.21 -0.39 1.75
C -1.48 -1.73 1.14
C -2.51 0.31 1.58
H -1.50 3.45 4.02
H -1.08 2.97 2.35
H 0.10 3.86 3.34
H -0.01 2.56 5.86
H 1.08 1.23 5.48
H 1.43 2.85 4.89
H -0.95 0.43 5.14
H -2.12 1.14 3.99
H 0.13 -0.90 3.33
H -1.57 -1.30 3.64
H -2.07 -2.28 1.90
H -2.11 -1.71 0.23
H -0.54 -2.31 0.96
H -3.13 -0.11 2.40
H -2.56 1.41 1.69
H -3.05 0.06 0.64
```